No. 1
C4H6LiMnO2 | ωB97M-V with the def2-TZVPD basis set

Output
- HOMO level (alpha / beta) (eV) = -14.876 / -16.529
- ⟨S²⟩ = 12.001

The geometry in ORCA input format:
```
! RIJCOSX wB97M-V def2-TZVPD def2/J DEFGRID3
* xyz 2 7
O 2.33341 0.10759 -0.23576
C 1.08784 0.35022 -0.27371
C 0.12627 -0.31187 0.49754
Mn 3.62207 1.23776 -1.29794
Li 3.03466 -1.46630 0.65514
H 0.74990 1.17894 -0.91258
H 0.41826 -0.86841 1.39123
C -1.27278 0.10942 0.48958
C -1.47260 -0.59812 -0.75850
O -1.76929 0.92209 1.39915
H -2.39095 0.36040 -0.50927
H -1.07227 -1.61392 -0.88125
H -2.22780 -0.84608 -1.51028
H -1.16671 1.43826 1.94667
*
```

Atom charges from the natural (NBO) analysis, given in e for atoms 1 to 2: number 1, O, carries -1.005; number 2, C, carries 0.258


No. 2
C6H27B2N5NiO3 | ωB97M-V with the def2-TZVPD basis set

Output
- HOMO level (alpha / beta) (eV) = -8.236 / -8.314
- ⟨S²⟩ = 2.004
- ΔE to the lowest compared entry with this formula, charge and spin (kcal per mole) = 85.6

The geometry in ORCA input format:
```
! RIJCOSX wB97M-V def2-TZVPD def2/J DEFGRID3
* xyz 0 3
Ni -0.22254 0.86049 0.11280
B 0.48712 2.69980 -1.08673
H -0.53844 2.36887 -1.03236
H 0.60729 3.51378 -0.38870
H 1.11606 1.94689 -0.63750
H 0.81320 3.01371 -2.06620
B -2.19001 1.52843 1.20982
H -1.99736 0.60105 0.69301
H -1.33590 2.14997 0.98978
H -3.09548 2.07282 0.99075
H -2.12004 1.36043 2.27336
C 1.99329 0.07413 3.73383
C 1.28787 -0.11676 2.37930
C 0.02157 -0.98696 2.46823
O -0.39998 -1.19756 1.13230
C -1.53638 -2.01942 1.12057
N 0.86029 1.22220 1.96903
H 1.20723 0.33666 4.44184
H 2.75915 0.84830 3.78082
H 2.35931 -0.85857 4.16302
H 2.01440 -0.46908 1.64709
H -0.75733 -0.58497 3.11617
H 0.33228 -1.90336 2.96999
H -2.06483 -1.89660 0.17518
H -2.19453 -1.97630 1.98837
H -1.22258 -3.06081 1.19229
H 0.38849 1.59641 2.77988
H 1.63023 1.81660 1.69705
C -1.68931 -0.04141 -2.71620
O -1.37645 0.06627 -1.53978
N -2.85220 -0.52310 -3.16921
N -0.85087 0.18481 -3.65646
H -3.58798 -0.80591 -2.53775
H -2.98473 -0.70473 -4.15386
H 0.10767 0.48237 -3.54353
H -1.27392 0.06956 -4.56632
C 1.78513 -1.12819 -1.71905
O 1.27937 -0.26338 -0.97700
N 1.80468 -2.38467 -1.44391
N 2.48699 -0.79589 -2.75609
H 2.02842 -3.06781 -2.15339
H 1.24793 -2.72103 -0.67126
H 2.58441 0.17443 -3.01893
H 3.08827 -1.48145 -3.19034
*
```

Atom charges from the natural (NBO) analysis, given in e for atoms 1 to 2: number 1, Ni, carries 1.536; number 2, B, carries -0.842


No. 3
C4H6N2O | ωB97M-V with the def2-TZVPD basis set

Output
- HOMO level (eV) = -8.613
- ΔE to the lowest compared entry with this formula, charge and spin (kcal per mole) = 106.1

The geometry in ORCA input format:
```
! RIJCOSX wB97M-V def2-TZVPD def2/J DEFGRID3
* xyz 0 1
N -1.99747 0.91905 -0.78311
C -1.05379 0.10082 -0.69197
O -0.83552 -1.15524 -1.20101
C 0.41113 -1.28724 -0.44841
C 0.25979 0.16174 0.00272
C 1.47544 1.16545 1.65091
N 0.31608 0.59012 1.37696
H -2.75000 0.56253 -1.36786
H 0.33043 -2.05015 0.33008
H 1.25890 -1.48363 -1.10856
H 0.91808 0.86453 -0.51383
H 2.20527 0.58486 1.03474
H -0.53835 1.02716 1.71933
*
```

Atom charges from the natural (NBO) analysis, given in e for atoms 1 to 2: number 1, N, carries -0.677; number 2, C, carries 0.560